(1)
Formula: C5H11O3
Source: OMol25
Level of theory: ωB97M-V/def2-TZVPD

Properties
* charge: -1
* HOMO: -0.1649 Eh

Each line ends with the Löwdin charge.
CARTESIAN COORDINATES (ANGSTROEM)
C 1.2899 -0.8797 -0.5588  -0.525
C 2.5139 -0.9455 -1.4784  -0.085
C 1.4090 0.3738 0.3393  -0.065
O 0.1449 -0.8657 -1.3476  -0.080
H 1.2788 -1.7895 0.0585  0.123
H 3.4175 -0.5693 -1.0015  0.057
H 0.5473 0.4227 0.9971  0.059
H 2.3539 0.3046 0.8805  0.064
H 1.3630 1.2269 -0.3417  0.085
H -0.5173 -0.1665 -1.0848  0.043
H 2.3117 -0.3583 -2.3758  0.072
H 2.7373 -1.9431 -1.8905  0.066
C -2.8493 1.0035 1.7061  -0.050
C -2.5036 0.3108 0.3605  -0.752
O -3.1736 -0.6700 0.0176  -0.054
O -1.5546 0.8806 -0.2627  -0.118
H -3.4957 1.8610 1.4771  0.057
H -1.9216 1.4448 2.0770  0.049
H -3.3515 0.3589 2.4282  0.053

(2)
Formula: C5H11O3
Source: OMol25
Level of theory: ωB97M-V/def2-TZVPD

Properties
* multiplicity: 2
* HOMO (alpha / beta): -0.3496 / -0.3428 Eh
* <S²>: 0.765

Each line ends with the Mulliken spin population.
CARTESIAN COORDINATES (ANGSTROEM)
C 3.3275 0.2297 -1.6074  -0.004
C 2.5678 0.6725 -0.3530  -0.078
O 1.6873 -0.1062 0.1343  0.472
O 2.7150 1.8476 -0.0246  0.559
H 4.1853 -0.4986 -1.3840  -0.001
H 3.7673 1.1158 -2.1485  0.018
H 2.5768 -0.1941 -2.2226  0.007
C -1.5878 -0.4071 0.4570  0.001
C -1.2706 -0.0663 1.8321  -0.001
C -2.9556 -0.4244 -0.1235  -0.001
O -0.7975 0.3635 -0.4492  0.030
H -1.1372 -1.4526 0.3430  0.001
H -0.2483 -0.3679 2.0226  0.001
H -3.2967 0.5159 -0.3764  0.000
H -2.8995 -0.9373 -1.0687  0.000
H -3.6324 -1.0100 0.5835  0.000
H 0.1917 0.3271 -0.2707  -0.004
H -1.8853 -0.5425 2.6309  0.000
H -1.3076 0.9347 2.0253  0.000

(3)
Formula: C5H11O3
Source: OMol25
Level of theory: ωB97M-V/def2-TZVPD

Properties
* multiplicity: 4
* HOMO (alpha / beta): -0.2622 / -0.3705 Eh
* <S²>: 3.763

Each line ends with the Mulliken spin population.
CARTESIAN COORDINATES (ANGSTROEM)
O 1.1627 -1.8394 1.6380  0.927
O 0.9435 -2.3849 2.7465  1.085
H 0.8822 0.3983 1.6676  -0.011
C 1.0232 -0.0742 0.6777  0.864
C 2.3469 0.1157 0.0614  -0.011
C -0.1495 -0.1986 -0.2572  0.000
C -1.1274 0.9785 -0.1367  0.016
C -2.3066 0.8338 -1.1090  0.012
O -0.9152 -1.4145 -0.1863  0.034
H 3.0794 0.2258 0.8788  0.004
H 2.6718 -0.7389 -0.5550  0.029
H 2.3528 0.9934 -0.6027  0.046
H 0.2686 -0.1830 -1.2811  -0.003
H -1.4580 1.0475 0.9176  0.000
H -0.6222 1.9460 -0.3422  0.003
H -2.9677 1.7124 -0.9951  0.001
H -1.9837 0.8104 -2.1707  0.000
H -2.8925 -0.0796 -0.9180  -0.001
H -0.3081 -2.1488 -0.0335  0.004

(4)
Formula: C5H11O4Sn
Source: OMol25
Level of theory: ωB97M-V/def2-TZVPD

Properties
* charge: -1
* HOMO (alpha / beta): 0.0117 / 0.0117 Eh

Each line ends with the Löwdin charge.
CARTESIAN COORDINATES (ANGSTROEM)
O 0.4204 -0.7411 -2.2378  -0.493
C 1.4203 -1.1713 -1.5243  -0.342
C 1.6750 -0.7758 -0.2497  -0.215
O 0.7817 0.1224 0.3268  -0.405
C 0.0852 -0.3451 1.4769  -0.190
C -1.3231 0.1909 1.4404  -0.254
O -1.9115 -0.2072 0.2166  -0.493
C -3.3058 0.0253 0.1654  -0.181
Sn -0.6107 0.8358 -1.4466  0.743
H 2.1426 -1.8638 -1.9883  0.108
H 3.4273 1.3460 -1.0215  0.016
H 0.5918 -0.0071 2.3939  0.127
H 0.0642 -1.4442 1.4703  0.130
H -1.3293 1.2935 1.5145  0.117
H -1.8913 -0.2161 2.2921  0.124
H -3.6229 -0.0907 -0.8771  0.042
H -3.8362 -0.7042 0.7970  0.084
H -3.5474 1.0470 0.5033  0.089
H 2.5010 -1.1407 0.3634  0.100
O 4.0836 2.0134 -1.3382  -0.120
H 4.1849 1.8332 -2.2769  0.012

(5)
Formula: C5H11O6
Source: OMol25
Level of theory: ωB97M-V/def2-TZVPD

Properties
* multiplicity: 2
* HOMO (alpha / beta): -0.3283 / -0.3270 Eh
* <S²>: 0.754

Each line ends with the Mulliken spin population.
CARTESIAN COORDINATES (ANGSTROEM)
C 1.4980 2.6256 0.2004  -0.003
C 1.5065 1.1715 0.6429  0.010
C 0.5101 0.3194 -0.1301  0.023
O -0.7780 0.8464 -0.0591  0.000
C -1.5344 0.3733 -1.0976  0.000
O -1.0408 -0.2179 -2.0374  0.001
C -2.9814 0.7042 -0.9010  0.000
O 0.3727 -0.9874 0.4020  0.264
O 1.6195 -1.6421 0.4115  0.693
H 2.1988 3.1895 0.8224  0.001
H 1.8170 2.7051 -0.8460  0.000
H 0.4981 3.0603 0.3191  0.000
H 2.5027 0.7398 0.4636  0.002
H 1.2471 1.0996 1.7084  -0.003
H 0.8670 0.2468 -1.1619  0.002
H -3.0972 1.4958 -0.1581  0.000
H -3.3852 1.0116 -1.8657  0.000
H -3.5236 -0.1907 -0.5817  0.000
H 1.1953 -3.0708 0.7445  0.000
O 1.1347 -4.0725 1.0463  0.009
O -0.2921 -4.2166 1.0143  0.001
H -0.3349 -5.1909 1.0631  0.000

(6)
Formula: C5H11OP
Source: OMol25
Level of theory: ωB97M-V/def2-TZVPD

Properties
* HOMO (alpha / beta): -0.3301 / -0.3303 Eh

Each line ends with the Löwdin charge.
CARTESIAN COORDINATES (ANGSTROEM)
C 0.3097 -0.8457 0.3094  -0.794
C -0.7615 0.2874 -0.0017  -0.323
C 1.7150 -0.2585 0.4962  -0.041
C 0.3302 -1.8737 -0.8277  -0.057
C -0.5414 1.6763 0.4216  -0.104
O -0.2421 -1.3235 1.4668  -0.100
P -2.4162 -0.4467 0.0153  0.871
H 1.7437 0.4379 1.3289  0.073
H 2.0526 0.2339 -0.4112  0.082
H 2.3907 -1.0787 0.7252  0.085
H 0.9695 -2.7063 -0.5428  0.085
H 0.7059 -1.4235 -1.7435  0.081
H -0.6767 -2.2545 -0.9918  0.046
H 0.1662 2.1517 -0.2631  0.099
H -0.0780 1.6977 1.4102  0.105
H -1.4675 2.2514 0.4569  0.070
H -2.8406 0.4006 -1.0285  -0.094
H -2.9603 0.4730 0.9335  -0.086

Q: What is the formula in the second record?
A: C5H11O3